188
Properties=species:S:1:pos:R:3 method="wB97M-V/def2-TZVPD" homo_ev=-6.979 e_tot_ev=-118341.3570 relative_energy_kj_mol=562.3 orbital_gap_ev=6.9070
C -14.492 -5.724 1.254
O -14.577 -5.041 2.476
C -15.739 -5.254 3.230
C -16.187 -4.003 4.001
N -16.827 -3.036 3.126
C -16.534 -1.651 3.452
C -16.949 -0.740 2.287
O -18.321 -0.966 1.988
C -18.846 -0.359 0.844
H -14.389 -6.794 1.487
H -13.622 -5.558 0.615
H -15.364 -5.482 0.639
H -15.487 -5.975 4.017
H -16.635 -5.572 2.682
H -15.257 -3.551 4.366
H -16.844 -4.416 4.765
H -16.822 -3.258 2.143
H -15.431 -1.612 3.471
H -16.907 -1.466 4.457
H -16.424 -1.271 1.480
H -16.604 0.293 2.327
H -18.502 0.668 0.681
H -19.933 -0.422 0.857
H -18.507 -0.777 -0.117
C -16.054 -3.483 -5.853
O -15.022 -3.561 -4.896
C -15.190 -4.618 -3.993
C -14.304 -4.427 -2.768
N -12.867 -4.620 -3.056
C -12.169 -3.333 -3.436
C -12.017 -2.299 -2.327
O -10.964 -2.755 -1.455
C -11.219 -2.510 -0.092
H -15.855 -2.685 -6.565
H -17.012 -3.372 -5.336
H -16.110 -4.402 -6.450
H -15.080 -5.541 -4.581
H -16.208 -4.761 -3.591
H -14.594 -5.266 -2.130
H -14.452 -3.494 -2.220
H -12.358 -4.668 -2.170
H -12.768 -2.909 -4.244
H -11.162 -3.604 -3.751
H -12.940 -2.008 -1.831
H -11.589 -1.508 -2.952
H -11.576 -1.490 0.060
H -10.318 -2.659 0.506
H -11.896 -3.252 0.351
C -17.760 0.319 6.295
O -18.483 1.469 6.654
C -17.793 2.664 6.289
C -18.403 3.881 6.986
N -18.570 3.575 8.431
C -19.373 4.632 9.012
C -19.794 4.197 10.428
O -21.024 3.451 10.358
C -22.217 4.102 10.113
H -18.214 -0.606 6.654
H -16.693 0.349 6.525
H -17.899 0.189 5.212
H -18.000 2.752 5.216
H -16.713 2.621 6.439
H -19.435 3.996 6.632
H -17.848 4.799 6.811
H -18.987 2.659 8.537
H -20.279 5.003 8.508
H -18.855 5.597 9.061
H -19.885 5.032 11.130
H -19.132 3.480 10.905
H -22.241 4.619 9.137
H -22.392 4.984 10.749
H -23.136 3.520 10.098
C -22.888 0.766 -0.230
O -24.153 0.124 -0.485
C -24.524 -0.663 0.630
C -24.809 0.078 1.942
N -25.848 1.109 1.912
C -26.247 1.530 3.244
C -27.537 2.380 3.151
O -27.422 3.589 2.433
C -28.041 3.499 1.141
H -22.523 1.342 -1.080
H -22.196 -0.077 -0.170
H -22.933 1.450 0.614
H -23.815 -1.455 0.901
H -25.432 -1.187 0.325
H -23.860 0.534 2.262
H -24.960 -0.710 2.684
H -25.339 1.855 1.448
H -25.430 2.019 3.790
H -26.460 0.592 3.763
H -28.092 2.515 4.083
H -28.183 1.654 2.643
H -29.017 3.019 1.224
H -27.358 3.047 0.425
H -28.265 4.520 0.829
C -12.291 -6.932 3.576
O -11.927 -8.221 3.100
C -11.647 -8.182 1.721
C -11.613 -9.560 1.090
N -11.245 -9.695 -0.312
C -10.542 -8.595 -0.993
C -11.457 -7.463 -1.451
O -11.010 -6.986 -2.728
C -10.276 -5.763 -2.662
H -12.116 -7.099 4.643
H -13.337 -6.718 3.356
H -11.565 -6.203 3.208
H -10.692 -7.683 1.515
H -12.405 -7.557 1.222
H -12.562 -10.091 1.184
H -10.833 -10.027 1.709
H -11.763 -10.322 -0.894
H -10.229 -9.132 -1.892
H -9.652 -8.326 -0.424
H -11.485 -6.711 -0.660
H -12.420 -7.912 -1.691
H -10.582 -5.144 -3.511
H -9.206 -5.942 -2.743
H -10.576 -5.089 -1.856
C -19.363 -3.947 3.161
C -19.225 -5.322 2.887
C -19.275 -6.121 4.001
C -19.243 -5.615 5.325
C -19.508 -4.279 5.521
C -19.520 -3.403 4.436
O -19.449 -2.069 4.681
O -19.252 -7.494 3.913
H -19.164 -3.178 2.418
H -19.053 -5.663 1.878
H -19.222 -6.369 6.097
H -19.634 -3.881 6.521
H -19.096 -1.526 3.969
H -18.577 -7.847 4.503
C -14.480 3.356 2.817
C -14.170 2.465 3.849
C -13.792 1.158 3.568
C -13.741 0.747 2.245
C -14.078 1.604 1.220
C -14.530 2.873 1.509
O -14.983 3.748 0.559
O -13.596 0.361 4.676
H -14.847 4.347 3.046
H -14.022 2.739 4.887
H -13.507 -0.305 2.115
H -14.182 1.249 0.200
H -15.876 3.568 0.250
H -14.076 -0.470 4.586
C -15.010 -8.658 3.892
C -15.312 -10.168 4.191
O -16.274 -10.086 5.212
C -16.821 -8.870 5.236
O -17.677 -8.578 6.035
O -16.289 -8.121 4.292
H -14.811 -8.465 2.844
H -14.361 -8.134 4.591
H -14.421 -10.721 4.476
H -15.770 -10.602 3.298
C -17.284 0.320 -4.563
C -18.008 -0.276 -3.347
O -17.063 -0.277 -2.285
C -15.855 0.055 -2.756
O -14.823 -0.153 -2.196
O -15.930 0.353 -4.071
H -17.622 1.330 -4.768
H -17.310 -0.427 -5.351
H -18.524 -1.211 -3.567
H -18.825 0.374 -3.026
C -17.789 -7.664 8.826
C -16.251 -8.059 8.881
O -15.712 -7.315 7.766
C -16.490 -6.294 7.526
O -16.217 -5.341 6.849
O -17.744 -6.509 7.972
H -18.193 -7.247 9.747
H -18.404 -8.461 8.417
H -16.237 -9.092 8.541
H -15.851 -7.959 9.884
C -18.133 4.346 -3.310
C -18.751 5.229 -2.195
O -18.070 4.710 -1.030
C -17.793 3.406 -1.246
O -17.457 2.583 -0.457
O -17.957 3.156 -2.554
H -17.226 4.900 -3.546
H -18.824 4.223 -4.136
H -19.816 5.223 -1.964
H -18.481 6.281 -2.278

=====

180
Properties=species:S:1:pos:R:3 method="wB97M-V/def2-TZVPD" multiplicity=2 charge=+1 homo_ev="-10.724 / -10.723" e_tot_ev=-92645.7446 orbital_gap_ev="8.3056 / 7.1737"
Rb -1.793 3.166 -3.640
C -1.963 -0.580 -2.741
C -1.178 -0.463 -1.414
C 0.110 -1.272 -1.708
C 1.245 -1.115 -0.711
C 1.528 0.379 -0.551
C 0.306 1.346 -0.210
N -0.840 0.953 -1.068
O -1.988 1.854 -0.981
C 0.758 2.794 -0.484
C 0.033 1.202 1.297
C -1.930 -1.319 -0.388
H -2.139 -1.646 -2.885
H -1.376 -0.281 -3.608
H -2.899 -0.021 -2.731
H 0.538 -1.061 -2.688
H -0.089 -2.339 -1.811
H 2.151 -1.643 -1.007
H 0.970 -1.496 0.272
H 1.972 0.652 -1.508
H 2.315 0.409 0.203
H -0.080 3.483 -0.383
H 1.101 3.030 -1.491
H 1.520 3.153 0.209
H -0.716 1.921 1.628
H 0.911 1.418 1.906
H -0.249 0.209 1.647
H -2.918 -0.908 -0.179
H -1.380 -1.432 0.547
H -2.204 -2.327 -0.699
C 0.791 -4.390 1.368
C 2.040 -3.716 1.948
O 2.059 -3.298 3.092
C 3.274 -3.751 1.071
H 1.044 -5.312 0.846
H 0.308 -3.739 0.638
H 0.140 -4.653 2.202
H 4.018 -4.530 1.236
H 3.778 -2.806 1.274
H 2.986 -3.790 0.021
C 5.412 -3.321 -1.743
C 6.088 -1.969 -1.729
O 7.278 -1.885 -2.059
C 5.272 -0.794 -1.311
H 4.480 -3.033 -1.257
H 6.013 -3.980 -1.116
H 5.222 -3.714 -2.742
H 4.449 -0.505 -1.965
H 5.978 0.035 -1.357
H 4.892 -0.833 -0.290
C 4.195 2.500 -0.770
C 5.556 2.916 -1.111
O 6.047 2.749 -2.270
C 6.401 3.546 0.004
H 3.712 3.230 -0.120
H 4.207 1.515 -0.303
H 3.591 2.397 -1.671
H 7.035 4.311 -0.444
H 7.167 2.888 0.414
H 5.756 4.032 0.736
C -3.515 1.758 2.727
C -4.487 0.615 2.702
O -4.748 0.010 1.663
C -5.098 0.258 3.992
H -3.590 2.527 3.496
H -3.311 2.236 1.768
H -2.590 1.252 3.002
H -4.760 -0.757 4.202
H -6.182 0.240 3.877
H -4.900 0.926 4.831
C 3.412 -1.999 -6.771
C 3.394 -2.026 -5.234
O 4.114 -1.212 -4.646
C 2.633 -3.092 -4.479
H 3.338 -1.012 -7.227
H 2.709 -2.762 -7.106
H 4.407 -2.291 -7.109
H 2.513 -4.017 -5.043
H 1.723 -2.559 -4.200
H 3.127 -3.386 -3.554
C -7.337 -2.761 -1.523
C -6.316 -1.685 -1.915
O -6.497 -0.499 -1.766
C -5.022 -2.098 -2.567
H -8.257 -2.336 -1.122
H -6.865 -3.429 -0.803
H -7.567 -3.385 -2.387
H -5.027 -3.086 -3.027
H -4.191 -2.091 -1.862
H -4.661 -1.349 -3.272
C -0.620 0.410 -7.805
C -1.542 0.095 -6.664
O -2.147 1.031 -6.105
C -1.807 -1.352 -6.317
H -0.650 1.464 -8.080
H -1.048 -0.058 -8.691
H 0.388 0.082 -7.551
H -2.305 -1.500 -5.358
H -0.872 -1.894 -6.176
H -2.378 -1.869 -7.088
C -1.620 -6.294 -1.565
C -1.747 -5.031 -2.461
O -2.815 -4.409 -2.512
C -0.605 -4.594 -3.351
H -2.584 -6.479 -1.092
H -0.845 -6.164 -0.809
H -1.389 -7.237 -2.061
H -0.800 -3.634 -3.829
H -0.462 -5.349 -4.124
H 0.349 -4.621 -2.824
C -3.805 6.363 -0.486
C -3.541 5.373 0.656
O -4.451 4.608 0.960
C -2.221 5.364 1.357
H -4.859 6.268 -0.743
H -3.194 6.097 -1.349
H -3.645 7.383 -0.139
H -1.405 4.956 0.760
H -2.275 4.691 2.213
H -1.901 6.319 1.773
C 1.479 5.290 2.155
C 2.997 4.940 2.078
O 3.721 5.602 1.393
C 3.574 3.690 2.704
H 1.173 5.674 3.128
H 0.919 4.406 1.849
H 1.232 6.062 1.428
H 4.569 3.669 2.260
H 3.074 2.740 2.516
H 3.741 3.864 3.767
C 0.190 3.278 4.242
C -0.840 2.837 5.212
O -1.966 3.351 5.248
C -0.473 1.845 6.279
H -0.326 3.525 3.315
H 0.920 2.475 4.135
H 0.798 4.127 4.554
H -1.162 1.761 7.119
H 0.519 1.992 6.708
H -0.567 0.862 5.819
C 2.707 -1.187 5.184
C 3.171 0.026 4.347
O 2.761 1.164 4.627
C 4.173 -0.195 3.208
H 2.540 -0.926 6.229
H 3.494 -1.938 5.118
H 1.835 -1.587 4.666
H 4.825 -1.045 3.410
H 4.780 0.704 3.104
H 3.633 -0.468 2.301
C -0.088 7.526 -0.885
C 0.503 6.396 -1.793
O -0.232 5.811 -2.594
C 1.918 5.918 -1.527
H 0.685 8.282 -0.751
H -0.236 7.093 0.104
H -1.048 7.929 -1.208
H 2.639 6.716 -1.702
H 2.205 5.150 -2.245
H 1.963 5.459 -0.539
C -4.354 -3.662 1.110
C -4.440 -5.001 1.806
O -4.159 -5.124 3.001
C -4.905 -6.132 1.057
H -3.835 -3.749 0.155
H -3.821 -2.911 1.693
H -5.382 -3.333 0.961
H -3.985 -6.653 0.790
H -5.401 -5.749 0.166
H -5.458 -6.848 1.666
C -0.857 -3.023 5.955
C -1.472 -2.000 5.025
O -2.422 -1.356 5.423
C -1.026 -1.913 3.581
H 0.016 -3.429 5.445
H -1.460 -3.902 6.183
H -0.566 -2.515 6.874
H -1.674 -1.265 2.991
H -1.122 -2.914 3.160
H -0.029 -1.515 3.392